[1]
Below is a molecular structure, C34H58N14O2STa, with properties calculated with wB97M-V/def2-TZVPD.

The total charge is +3. Its electronic energy is -2701.8675 Eh. The spin multiplicity is 1. For the frontier orbital gap, the calculation gives 7.68 eV. Its largest force on an atom is 0.815 eV/Å.

Geometry as XYZ:
```
110
Properties=species:S:1:pos:R:3:forces:R:3
Ta 0.0752 0.1372 0.1945 0.7602 -0.2219 0.1925
C 1.8126 4.4635 -0.9685 -0.0225 0.0137 0.0036
N 0.3607 4.3995 -0.9216 0.0139 -0.0428 0.0349
C -0.2625 5.6839 -1.2673 -0.0066 0.0070 -0.0094
C -0.3810 3.3402 -0.5614 0.0627 0.0797 0.0968
N 0.0582 2.3937 0.3293 -0.0668 0.0880 0.0294
C 0.9221 2.9596 1.3840 0.0029 -0.0118 -0.0070
C 0.6161 2.2293 2.6569 0.0013 0.0103 0.0067
N 0.6360 0.7502 2.4515 -0.0952 -0.0154 -0.0627
C -0.3347 0.1922 3.4397 0.0586 0.0821 0.0822
C -1.6838 0.2569 2.8120 0.0474 -0.1784 -0.0579
N -1.6038 -0.6089 1.6105 -0.1654 0.2442 0.2147
C -2.7963 -1.2337 1.3864 0.1726 -0.0719 -0.1969
N -3.9726 -0.6481 1.6008 -0.0912 0.0344 0.0370
C -5.1758 -1.3978 1.9882 0.0303 0.0392 0.0399
C -4.2043 0.7886 1.5391 0.0064 -0.0822 -0.0454
N -2.8092 -2.5392 0.9849 -0.0569 0.0893 0.1014
C -3.8429 -3.0365 0.0798 0.0204 -0.0468 -0.0606
C -2.2618 -3.5347 1.9012 0.0553 -0.0694 -0.0474
C 1.9754 0.2081 2.7837 0.0010 -0.0098 0.0197
C 2.0400 -1.2439 2.3814 0.0340 0.0135 -0.0085
N 1.5268 -1.5157 1.0096 -0.0844 0.0546 -0.0535
C 2.0712 -2.6648 0.5319 -0.0606 -0.1012 0.0533
N 2.3327 -2.9027 -0.7655 0.0378 0.0500 -0.0241
C 2.7058 -1.8841 -1.7198 -0.0089 -0.0043 -0.0858
C 2.3638 -4.2537 -1.3186 0.0516 -0.0270 -0.0631
N 2.4114 -3.6804 1.3653 0.0482 0.0696 0.0904
C 3.6625 -4.4265 1.2043 0.0074 0.0036 0.0357
C 1.6267 -4.0922 2.5182 -0.0116 -0.0556 -0.0154
N -1.6388 3.3198 -1.0456 -0.0594 -0.1056 -0.0778
C -1.9493 3.6703 -2.4287 -0.0292 0.0088 -0.0220
C -2.7782 3.2983 -0.1456 0.0172 0.0135 -0.0302
H 2.1148 4.8396 -1.9471 0.0009 0.0047 0.0072
H 2.2367 3.4835 -0.8368 0.0553 -0.1124 0.0148
H 2.1915 5.1423 -0.2028 0.0137 -0.0109 -0.0012
H 0.3149 6.4735 -0.7885 0.0016 -0.0023 0.0024
H -1.2811 5.7265 -0.8966 0.0128 0.0137 0.0026
H -0.2551 5.8550 -2.3437 0.0003 0.0057 0.0042
H 0.6917 4.0159 1.5323 0.0167 0.0009 -0.0081
H 1.9854 2.8929 1.1634 0.0380 -0.0064 -0.0471
H -0.3808 2.5110 2.9896 0.0081 -0.0002 -0.0034
H 1.3193 2.4874 3.4519 -0.0195 -0.0066 0.0164
H -0.2717 0.7755 4.3613 0.0361 -0.0296 0.0111
H -0.0791 -0.8379 3.6701 -0.0454 -0.0051 -0.0397
H -1.9385 1.2959 2.5834 0.0042 -0.0396 0.0041
H -2.4418 -0.1138 3.5027 0.0079 0.0035 0.0262
H -4.9172 -2.3836 2.3593 0.0040 0.0283 0.0025
H -5.8754 -1.4803 1.1574 -0.0006 -0.0051 -0.0069
H -5.6567 -0.8439 2.7932 -0.0170 -0.0092 0.0016
H -3.3389 1.2782 1.1220 -0.0512 -0.0746 -0.0066
H -4.4248 1.1873 2.5305 -0.0061 0.0091 -0.0032
H -5.0609 0.9659 0.8878 -0.0182 0.0140 0.0124
H -4.2513 -2.2138 -0.5041 -0.0069 -0.0189 0.0009
H -4.6506 -3.5579 0.5954 0.0075 -0.0006 -0.0039
H -3.3770 -3.7467 -0.6036 0.0147 0.0012 0.0035
H -1.4548 -3.0923 2.4797 0.0249 0.0042 0.0091
H -1.8906 -4.3950 1.3442 -0.0213 0.0052 0.0355
H -3.0314 -3.8938 2.5910 -0.0165 0.0101 -0.0114
H 2.1239 0.2802 3.8653 -0.0019 0.0195 -0.0076
H 2.7324 0.8103 2.3003 0.0008 0.0005 -0.0098
H 1.4841 -1.8193 3.1198 0.0394 0.0165 -0.0197
H 3.0789 -1.5667 2.4645 0.0079 -0.0142 -0.0076
H 2.7145 -0.9321 -1.2243 0.0167 0.0598 0.0287
H 2.0046 -1.8544 -2.5563 -0.0076 0.0260 0.0168
H 3.7025 -2.0967 -2.1145 -0.0176 -0.0171 -0.0028
H 1.8636 -4.9509 -0.6543 -0.0030 -0.0038 -0.0208
H 3.3855 -4.5928 -1.4944 -0.0116 0.0016 -0.0093
H 1.8418 -4.2403 -2.2757 0.0091 0.0069 0.0086
H 4.3007 -3.9426 0.4703 0.0010 -0.0042 0.0309
H 3.4835 -5.4600 0.9057 0.0091 0.0024 0.0070
H 4.1827 -4.4330 2.1627 0.0026 0.0034 -0.0019
H 0.6471 -3.6242 2.4977 -0.0373 0.0233 0.0052
H 2.1261 -3.8533 3.4594 -0.0054 -0.0073 -0.0009
H 1.4908 -5.1741 2.4747 -0.0031 -0.0057 0.0076
H -1.0413 3.6637 -3.0276 0.0018 0.0013 0.0043
H -2.4325 4.6453 -2.5128 0.0033 0.0016 -0.0032
H -2.6367 2.9237 -2.8336 0.0226 0.0070 0.0054
H -2.4601 2.9658 0.8384 0.0203 0.0442 -0.0154
H -3.5647 2.6519 -0.5313 0.0013 -0.0308 -0.0002
H -3.1945 4.3061 -0.0569 -0.0052 0.0071 -0.0053
C 4.4439 1.5614 -0.1752 -0.0068 0.0105 0.0043
C 3.0693 1.2320 -0.6663 0.0562 -0.0234 0.0331
O 2.2428 0.8245 0.1800 -0.1220 0.0951 -0.0381
C 2.7236 1.3975 -2.0581 -0.0152 0.0729 0.0867
C 3.6219 1.9549 -2.9860 0.0041 0.0401 -0.0421
C 3.2368 2.1694 -4.2888 -0.0089 -0.0154 0.0289
C 1.9418 1.8249 -4.6889 0.0107 -0.0041 0.0171
C 1.0480 1.2549 -3.8002 -0.0473 -0.0075 -0.0177
C 1.4360 1.0339 -2.4821 0.0672 -0.0136 -0.0025
O 0.5941 0.4179 -1.6495 -0.0518 -0.0389 -0.1946
H 4.5487 1.2787 0.8685 0.0021 0.0065 -0.0019
H 4.6283 2.6345 -0.2730 0.0114 -0.0039 -0.0050
H 5.2054 1.0541 -0.7681 -0.0058 -0.0086 -0.0107
H 4.6201 2.2311 -2.6744 0.0044 0.0003 0.0036
H 3.9283 2.6003 -4.9986 0.0005 0.0024 -0.0075
H 1.6347 1.9964 -5.7125 -0.0004 -0.0004 -0.0032
H 0.0509 0.9753 -4.1165 -0.0051 0.0038 -0.0083
S -1.2438 -3.2793 -2.9541 0.0300 0.0418 -0.0036
C -0.8679 -4.0715 -1.4869 -0.0985 -0.0163 0.0465
C -0.5027 -3.1651 -0.5533 -0.0158 0.0605 -0.0757
N -0.4885 -1.8572 -0.9837 -0.0264 -0.0839 0.0453
C -0.8694 -1.7983 -2.2436 -0.0013 -0.0457 0.0041
H -0.9371 -5.1427 -1.3866 -0.0162 -0.0042 0.0080
H -0.2148 -3.3867 0.4567 -0.0339 -0.0046 0.0095
H -0.9319 -0.8749 -2.7924 -0.0111 0.0126 -0.0302
N -1.7259 0.5140 -0.7103 -0.5005 0.2095 0.1201
C -2.7423 0.3637 -1.2829 0.1655 -0.1076 -0.0783
N -3.8513 0.1541 -1.8243 -0.1084 0.0878 -0.0157
C -4.0309 0.6048 -3.0774 -0.0334 -0.0681 -0.0285
N -4.1797 0.9912 -4.1518 -0.0013 0.0276 -0.0470
```
Positions in Å, forces in eV/Å.


[2]
Below is 9 unconnected molecules or ions with the total composition C34H58N4O15 at a distorted geometry, with properties calculated with wB97M-V/def2-TZVPD.

Its SMILES is C[C@H]1COC(=O)O1.C[C@H]1COC(=O)O1.C[C@H]1COC(=O)O1.COC(=O)OC.COC(=O)OC.CCCC#N.CCCC#N.CCCC#N.CCCC#N. The total charge is 0. Its electronic energy is -2677.7268 Eh. The spin multiplicity is 1. As for the energy relative to the best compared isomer or geometry (same formula, charge and spin): 48.3 kcal/mol. For the frontier orbital gap, the calculation gives 9.89 eV. Its largest force on an atom is 8.918 eV/Å.

Geometry as XYZ:
```
111
Properties=species:S:1:pos:R:3:forces:R:3
C 3.1927 -4.5869 0.9077 0.0332 -1.1532 0.4258
C 4.5595 -4.1059 1.3619 -1.3196 -2.7918 2.0319
C 5.6452 -4.9715 0.7047 -2.3587 -1.6176 -0.1736
O 6.1427 -4.1343 -0.2399 1.0467 0.6934 -2.0445
C 5.7473 -2.8990 0.0109 3.2766 3.7301 -4.0362
O 6.2062 -1.9501 -0.6319 -1.3926 -1.8023 1.4443
O 4.8902 -2.8266 0.9585 -1.4803 1.3549 0.9341
H 3.0933 -4.8663 -0.1281 0.0132 1.2211 -0.8694
H 2.4350 -3.9538 1.3369 -0.6033 0.2008 -0.4201
H 2.9973 -5.6333 1.2195 0.3694 0.5096 1.0186
H 4.5149 -4.0650 2.4854 0.5535 -0.3295 -1.1161
H 5.2973 -5.9035 0.1842 -0.0936 0.7939 0.7210
H 6.4179 -5.2146 1.3238 2.0077 -0.9204 2.0647
C -0.5840 7.0228 -4.1315 2.4686 -2.9416 2.1500
C -1.4964 6.7385 -2.9286 -0.0120 2.5852 -1.1922
C -2.9822 6.7249 -3.2493 0.7479 -1.2668 1.3615
O -3.4227 5.4990 -2.6669 0.0059 -1.5655 1.5247
C -2.3847 4.8482 -2.0551 -0.9938 -3.7095 1.7772
O -2.3858 3.7365 -1.4394 -0.8111 4.5961 -2.8915
O -1.2836 5.5360 -2.2133 1.7531 0.6523 -0.2583
H -0.6209 7.9810 -4.4855 -0.8722 2.6748 -0.6751
H -0.5763 6.3678 -5.0000 -0.3308 -0.4367 0.2438
H 0.4538 7.0163 -3.6654 -0.8740 -0.3235 -0.7975
H -1.3253 7.6653 -2.3136 0.0529 -1.3829 0.2570
H -3.2589 6.6022 -4.2483 -0.1516 0.5286 -1.7691
H -3.4034 7.5604 -2.7488 -1.0372 0.5842 0.1533
C 2.5959 -4.0614 -3.8462 1.8893 -0.6383 -3.1498
C 2.8915 -3.4048 -2.5439 0.8642 0.5473 -3.0030
C 3.1062 -1.8576 -2.6068 -0.1772 -2.3333 0.6740
O 2.2354 -1.5360 -1.5481 1.6486 3.9036 -0.0151
C 1.4201 -2.4725 -1.2282 -0.0677 -0.8020 0.1169
O 0.4808 -2.3101 -0.5550 -2.3274 -0.2337 1.7696
O 1.8235 -3.6165 -1.7380 -1.8813 -1.2711 1.1407
H 1.9686 -3.5958 -4.6609 0.7395 0.4985 1.2291
H 2.0880 -4.9953 -3.7494 -0.0915 -0.8856 0.6426
H 3.6200 -4.3107 -4.3186 -1.5937 0.3638 0.3499
H 3.7564 -3.8615 -2.1178 0.7706 -0.3959 0.4374
H 2.7793 -1.3477 -3.4937 -0.0222 0.0235 -0.5269
H 4.1458 -1.7261 -2.3709 0.3203 0.9587 0.2443
C 2.3057 -0.6453 1.6772 0.8663 0.2759 1.4859
O 1.0398 -0.2253 1.3219 -2.3463 -0.3565 -0.8661
C 0.7116 0.9794 1.6341 4.1613 7.5591 2.2518
O 1.5473 1.8980 2.2963 -5.0856 -5.6228 -3.7976
O -0.4386 1.3407 1.0215 0.8604 -0.1196 0.4900
C -0.7803 2.7300 0.8056 -1.4572 -0.1581 0.2329
H 2.5078 -1.6514 1.3919 -0.5768 -0.8355 0.0988
H 2.3801 -0.4131 2.7241 0.6853 -0.5405 0.5326
H 3.0080 -0.0656 1.1646 1.2386 1.1200 -0.7743
H -0.2284 3.2825 0.0802 0.7562 -0.5326 -1.0699
H -0.7111 3.3734 1.6284 0.4939 0.2283 1.9898
H -1.8527 2.7910 0.5474 0.7121 -0.6591 -0.2005
C -5.4384 -1.1076 -3.2494 -2.2851 -3.7437 0.9195
O -4.0688 -1.0771 -3.2491 2.4729 0.9934 -2.2957
C -3.3734 -0.8319 -2.1856 -2.2494 1.9746 7.9635
O -3.9554 -0.7067 -0.9491 3.1670 -0.7611 -6.4244
O -2.0903 -0.6328 -2.4179 -0.4617 -0.3707 -1.5486
C -1.1959 0.0154 -1.4756 -1.0655 0.9372 0.3011
H -6.0477 -0.2632 -3.0559 0.3876 1.4732 0.6407
H -5.6063 -1.8906 -2.4794 -1.0418 0.6353 -0.2195
H -5.8796 -1.5284 -4.1813 1.1779 0.2495 0.2293
H -1.2939 -0.5748 -0.5603 0.7672 0.5656 -0.1451
H -1.5251 1.0702 -1.3590 -0.3460 -0.7441 0.3155
H -0.1952 0.1755 -1.9325 -0.6986 -1.2213 0.2518
C -2.8888 3.3929 3.7577 -0.4140 1.7611 -0.9230
C -4.2884 3.8105 3.2826 -0.8045 0.0447 -0.3048
C -4.3274 4.3860 1.8014 -1.1531 -2.4769 -0.2207
C -3.2931 5.2889 1.4073 2.3337 2.3067 -0.1608
N -2.4292 6.0290 1.1388 -1.7234 -1.4594 0.3333
H -2.4688 2.5413 3.2995 0.1451 -1.1545 -0.7509
H -2.8062 3.2436 4.8042 -0.2412 -0.0996 1.0340
H -2.2268 4.2235 3.4965 0.1866 -0.0296 0.2173
H -4.6827 4.5994 3.9262 0.1511 -0.0198 0.1511
H -5.0426 2.9734 3.3605 0.8261 0.7918 -0.3261
H -5.3236 4.7617 1.4565 0.7451 -0.0744 0.7013
H -4.1783 3.4930 1.1535 -0.0270 0.4152 0.1268
C -3.0950 -3.1532 1.7680 -0.5623 -1.0453 0.7353
C -2.7468 -2.2120 2.8857 0.0433 -0.9773 1.8031
C -1.8645 -1.1213 2.3889 -1.3913 1.9212 1.2986
C -1.4904 -0.2758 3.4885 1.4574 2.6304 3.7190
N -1.1123 0.3889 4.3833 -1.1276 -1.7891 -2.3644
H -3.6203 -4.0769 2.1230 0.7430 0.5595 -0.2066
H -2.1805 -3.3727 1.2289 -0.1584 -0.3660 -0.3237
H -3.8050 -2.6759 1.1315 -0.3180 0.4687 -0.8218
H -2.2020 -2.7078 3.7659 -0.7801 0.3784 -1.2689
H -3.6340 -1.7586 3.3485 0.0815 -0.1740 -0.1758
H -2.3250 -0.4075 1.7236 -0.3649 -0.2797 -0.9343
H -0.9308 -1.3824 2.0542 2.0256 -1.3428 -1.6705
C 2.2153 1.6718 -1.3354 -3.2773 2.2517 1.6636
C 1.3009 2.3650 -2.3621 -0.2712 -0.8487 -0.4347
C 1.8257 3.7040 -2.8744 0.2464 1.0063 1.2556
C 3.0996 3.6608 -3.6461 1.9968 -0.5897 -0.2348
N 4.0854 3.5496 -4.2701 -2.3862 0.3539 1.3830
H 1.7505 0.7831 -0.9490 -0.4053 -0.3069 0.1984
H 2.3610 2.3732 -0.4736 0.2625 -0.6724 -0.6186
H 3.0751 1.3625 -1.7579 3.2517 -0.6640 -1.3389
H 0.2624 2.4701 -1.9701 0.8078 0.3349 -0.1862
H 1.1963 1.7269 -3.2421 -0.0523 -0.2611 -0.0369
H 1.7977 4.4006 -1.9681 0.7856 -0.5749 -1.3625
H 1.1748 4.1586 -3.5920 -0.9622 0.1583 -0.2895
C -0.2084 -4.7681 2.4710 -1.6257 -1.4499 -0.1368
C 0.0796 -4.3030 3.8740 0.8539 -4.7249 0.8642
C 1.6263 -4.7051 4.2126 -3.0123 2.7060 3.2251
C 2.4824 -3.5647 4.1040 1.6076 2.2779 -0.1824
N 3.1964 -2.6520 4.0176 -0.9418 -1.2680 0.1072
H 0.4204 -5.5891 2.1191 -0.0786 -0.3447 0.5237
H 0.0324 -4.0242 1.7503 -0.4948 0.9558 -0.7503
H -1.2882 -5.1540 2.4523 1.5278 0.8874 -0.6201
H -0.6426 -4.8916 4.5790 1.6131 0.9487 -0.9456
H -0.1813 -3.3144 3.9880 0.1116 2.3737 0.4812
H 2.0526 -5.4269 3.6241 0.4054 -2.2365 -1.3825
H 1.6481 -4.9554 5.3060 0.1628 -0.2680 -0.9849
```
Positions in Å, forces in eV/Å.